The following is a quantum chemistry calculation of C64H62F2Ge2N3O8Si2Tl as an isolated structure, from the Open Molecules 2025 dataset.

Computed properties:
Calculated total energy   -227139.821 eV
2S+1   1
HOMO-LUMO gap   3.93 eV
Maximum force   0.68 eV Å⁻¹
M   1444.98 Da
Charge   -2

The geometry in XYZ format:
```
144
Properties=species:S:1:pos:R:3:forces:R:3
Tl -0.237466 -0.741146 -0.101434 0.393 0.018 -0.032
F 5.043988 0.482492 -2.594742 0.005 -0.016 0.031
C 4.126330 1.002414 -1.748247 0.010 -0.042 0.030
C 3.141022 1.815094 -2.254738 -0.038 0.095 -0.063
C 2.179903 2.361965 -1.402996 -0.035 -0.059 -0.038
C 2.274035 2.112375 -0.029986 -0.032 -0.087 -0.004
C 3.279012 1.262839 0.419703 -0.017 0.113 -0.013
F 3.374928 1.030021 1.744465 -0.018 -0.039 0.055
C 4.214779 0.684172 -0.407128 0.037 -0.099 -0.037
C 1.374460 2.731537 0.991237 0.010 0.004 0.054
C 1.695426 3.977099 1.528996 0.014 -0.037 0.030
C 0.883486 4.519591 2.511293 0.009 0.036 -0.051
C -0.237180 3.813601 2.914344 -0.027 0.018 -0.028
C -0.486655 2.588103 2.314363 0.080 0.023 0.079
N 0.302688 2.044575 1.391377 0.018 0.104 0.017
H 3.092220 1.984128 -3.323760 -0.013 -0.045 -0.005
H 4.960262 0.000864 -0.027044 0.010 -0.024 -0.001
H 2.584840 4.489089 1.186356 -0.006 0.018 -0.029
H 1.119115 5.483975 2.946257 0.004 -0.011 0.008
H -0.908661 4.196668 3.672351 0.022 -0.035 -0.012
H -1.358691 2.008912 2.595256 0.142 0.100 -0.038
C -2.075588 -0.709121 -5.237041 -0.056 0.073 0.082
C -1.703355 -0.302806 -3.808167 0.139 -0.083 -0.129
Ge 0.198613 0.187824 -3.279077 0.075 -0.016 0.047
C 1.495832 -1.102830 -4.188238 -0.164 -0.029 0.023
C 1.087560 -1.860802 -5.453065 0.105 0.045 0.041
C 0.409686 1.758895 -4.551906 -0.117 -0.042 0.054
C 0.569641 3.027694 -4.149784 0.002 0.078 -0.090
Ge 0.783337 3.478707 -2.248093 0.014 -0.023 0.071
C 1.638109 5.268964 -1.994018 -0.137 0.045 -0.078
C 1.282449 6.480464 -2.860062 0.054 -0.038 0.074
C -0.980485 3.362956 -1.372818 0.004 0.102 0.032
C -1.464038 4.648404 -0.697960 0.013 -0.110 -0.078
C 0.408506 4.156729 -5.106878 0.008 -0.068 -0.029
C 1.249262 4.317847 -6.208777 0.029 0.027 0.022
C 1.068054 5.366646 -7.100663 -0.006 0.008 0.017
C 0.033844 6.274548 -6.914872 0.013 -0.007 0.010
C -0.819235 6.119237 -5.828943 -0.009 -0.019 0.000
C -0.629250 5.076341 -4.936058 -0.043 -0.047 -0.090
H -3.161299 -0.822134 -5.357557 0.022 0.021 -0.012
H -1.623622 -1.661288 -5.511696 -0.002 0.008 -0.023
H -1.743460 0.035562 -5.967197 0.012 -0.020 -0.008
H -2.015481 -1.082844 -3.106480 -0.053 0.012 -0.017
H -2.272891 0.591836 -3.528549 -0.015 -0.015 0.045
H 1.808590 -1.817156 -3.418954 0.004 -0.004 -0.018
H 2.377405 -0.490172 -4.403836 0.060 0.025 0.046
H 0.318678 -2.603562 -5.234084 -0.019 0.011 -0.015
H 1.935164 -2.397673 -5.900038 -0.019 -0.006 -0.004
H 0.688550 -1.185770 -6.214956 -0.013 -0.023 -0.006
H 0.223369 1.631718 -5.628648 0.040 0.011 0.013
H 2.708007 5.058076 -2.081258 0.010 0.025 0.014
H 1.461996 5.520967 -0.943812 0.040 -0.045 0.059
H 1.486632 6.302888 -3.916441 0.014 0.034 0.052
H 1.864631 7.355152 -2.550901 -0.020 0.016 -0.001
H 0.225781 6.743884 -2.775915 0.022 -0.001 -0.021
H -0.942536 2.538106 -0.662016 -0.067 -0.022 -0.033
H -1.677239 3.057224 -2.156379 0.027 -0.013 -0.028
H -0.859367 4.889620 0.176380 0.051 0.030 0.059
H -2.502074 4.550732 -0.367279 0.009 0.028 0.027
H -1.413078 5.505446 -1.377007 -0.026 -0.001 0.023
H 2.059202 3.612020 -6.351535 -0.016 -0.005 0.001
H 1.739745 5.476484 -7.944536 -0.003 -0.002 0.003
H -0.106652 7.094606 -7.608845 -0.003 -0.006 -0.001
H -1.635101 6.816647 -5.677628 0.001 -0.007 0.007
H -1.297193 4.959205 -4.088416 0.002 0.007 -0.014
O -3.022411 -0.106385 3.092419 0.426 -0.317 -0.004
C -3.273131 0.416380 1.899810 -0.309 0.119 -0.483
O -2.462443 0.747109 1.072865 -0.141 -0.050 0.434
C -4.742599 0.619026 1.686899 -0.019 -0.113 0.029
C -5.666922 -0.239791 2.268233 -0.035 -0.005 -0.032
C -7.022586 -0.061292 2.028681 0.021 -0.033 0.040
C -7.458370 0.982380 1.232439 -0.070 0.079 -0.070
C -6.517844 1.828656 0.666804 0.089 -0.181 0.116
C -5.160712 1.651902 0.862816 0.012 0.106 -0.095
N -6.983485 2.948712 -0.162105 -0.038 0.068 0.033
O -6.157257 3.728200 -0.585287 0.082 0.014 -0.031
O -8.181339 3.046739 -0.363465 -0.061 -0.032 -0.014
H -5.311509 -1.066706 2.868301 -0.005 -0.003 -0.010
H -7.742294 -0.744825 2.458859 0.008 -0.002 -0.006
H -8.506304 1.151422 1.033963 0.002 -0.015 0.011
H -4.438620 2.297991 0.384020 0.008 -0.005 -0.005
O -2.746476 -2.326120 -0.758492 -0.141 -0.119 -0.240
N -3.094642 -2.550366 0.408441 0.453 0.102 0.503
O -4.270345 -2.803413 0.705666 -0.130 0.087 -0.019
O -2.211265 -2.500919 1.321330 -0.229 0.050 0.114
C 0.175422 2.557996 6.373450 -0.027 -0.023 -0.010
C 0.974032 1.599793 5.766592 0.009 0.046 0.009
C 0.390857 0.569557 5.040186 -0.037 -0.024 -0.031
C -0.996171 0.471531 4.909239 0.050 0.006 -0.038
C -1.783502 1.442632 5.534887 0.004 -0.036 0.017
C -1.208198 2.476903 6.259635 0.015 -0.045 0.000
Si -1.685915 -0.890065 3.805691 -0.267 0.420 0.352
C -2.549186 -2.190327 4.834097 0.091 -0.154 -0.225
C -3.731184 -1.890017 5.513237 -0.024 0.058 0.050
C -4.399859 -2.855923 6.252288 0.019 0.037 -0.010
C -3.891176 -4.145762 6.325925 0.046 0.008 -0.021
C -2.719052 -4.462942 5.653906 -0.033 -0.040 0.057
C -2.058726 -3.493358 4.912753 -0.030 0.057 -0.020
H 0.628678 3.376263 6.920560 -0.004 -0.011 0.007
H 2.053169 1.668952 5.831781 -0.014 -0.005 0.006
H 1.027591 -0.151755 4.535457 -0.004 0.053 0.003
H -2.863934 1.400236 5.438539 0.008 0.020 -0.012
H -1.837033 3.225787 6.727595 0.009 -0.002 -0.003
H -0.487885 -1.318595 3.082352 -0.211 -0.239 -0.365
H -4.142253 -0.886825 5.457634 -0.014 -0.026 -0.013
H -5.323191 -2.605685 6.761781 0.019 0.006 0.005
H -4.412972 -4.904133 6.897585 0.000 0.003 -0.012
H -2.328893 -5.472856 5.692191 0.010 0.021 -0.012
H -1.167646 -3.760156 4.361855 0.098 -0.053 -0.061
O 1.764063 -2.067726 0.784261 -0.211 0.114 -0.036
Si 2.468166 -3.442587 0.502670 0.091 -0.184 -0.100
C 1.480115 -4.659111 -0.579545 -0.063 0.093 -0.032
C 1.999550 -5.891562 -0.987353 0.013 0.020 -0.009
C 1.269287 -6.758434 -1.788257 -0.010 0.005 0.004
C -0.012786 -6.410485 -2.200255 0.041 0.007 0.021
C -0.556392 -5.199065 -1.799389 -0.014 -0.027 -0.006
C 0.186902 -4.339716 -0.998345 0.050 -0.008 0.032
C 2.832636 -4.414684 2.103997 0.135 0.065 0.024
C 3.809580 -5.405971 2.232535 -0.093 -0.040 0.017
C 4.020561 -6.067263 3.437150 -0.015 0.014 -0.012
C 3.255273 -5.744276 4.550666 -0.016 0.017 0.002
C 2.281568 -4.758651 4.449092 0.036 -0.033 -0.023
C 2.082589 -4.105721 3.238935 -0.058 0.060 0.079
C 4.165807 -3.320344 -0.360311 0.018 -0.032 0.001
C 5.335933 -3.073051 0.364982 -0.034 0.047 -0.021
C 6.570328 -2.947509 -0.260144 -0.024 0.011 -0.022
C 6.661068 -3.058372 -1.642411 -0.016 -0.011 0.009
C 5.512172 -3.288137 -2.387027 0.004 0.020 0.021
C 4.284789 -3.421338 -1.749318 -0.002 0.075 0.026
H 3.001667 -6.178328 -0.680497 0.003 0.004 -0.016
H 1.698628 -7.705498 -2.096603 0.010 -0.004 0.002
H -0.582760 -7.083535 -2.830634 -0.006 -0.002 0.001
H -1.557658 -4.916678 -2.102364 0.012 0.033 0.014
H -0.262282 -3.406377 -0.681979 -0.056 -0.030 0.001
H 4.421896 -5.664869 1.374180 0.020 0.010 0.020
H 4.787218 -6.830873 3.511282 0.000 -0.002 -0.007
H 3.422047 -6.252059 5.494057 -0.003 -0.009 -0.005
H 1.683983 -4.494518 5.314923 -0.001 0.001 0.003
H 1.340916 -3.317840 3.159901 -0.032 0.021 -0.012
H 5.277092 -2.971387 1.444504 0.015 -0.031 -0.002
H 7.461239 -2.758375 0.328647 0.002 0.002 0.005
H 7.620908 -2.958883 -2.136432 -0.005 0.014 0.000
H 5.569811 -3.352815 -3.467126 -0.006 -0.006 -0.006
H 3.395115 -3.591539 -2.347094 0.023 -0.028 -0.002
```
Positions in Å, forces in eV/Å.